ORCA calculation (ωB97M-V/def2-TZVPD) on 11 unconnected molecules or ions with the total composition C34H39N11O6.

Each line ends with the Löwdin charge.
Geometry (Å):
H1 15.837 4.107 28.628  0.119
H2 18.153 3.549 20.192  0.037
C1 14.051 3.533 17.914  -0.097
H3 14.237 10.468 23.652  0.119
C2 11.472 1.168 20.335  -0.077
N1 15.029 1.968 21.038  0.190
C3 18.079 1.948 18.893  -0.288
C4 13.307 -1.620 24.193  -0.068
H4 12.404 1.620 20.664  0.043
C5 11.436 1.025 18.873  -0.278
H5 17.487 6.819 21.860  0.032
H6 12.632 10.636 27.607  0.107
H7 18.599 7.567 22.842  0.085
C6 16.536 -1.195 21.794  -0.266
C7 15.398 2.965 21.468  -0.243
C8 11.931 -1.574 24.413  -0.063
H8 15.401 7.435 16.727  0.089
H9 19.596 2.503 20.224  0.075
H10 12.586 7.423 21.526  0.087
C9 18.571 6.923 21.962  -0.075
C10 12.396 5.540 20.562  -0.249
H11 15.490 4.344 23.085  0.067
H12 15.174 4.960 21.460  0.032
C11 11.921 0.742 23.805  -0.161
C12 16.323 6.908 16.962  -0.047
C13 18.865 2.990 19.587  -0.069
H13 11.457 -2.491 24.733  0.105
N2 11.395 0.941 17.731  0.135
N3 15.255 7.975 23.860  -0.330
N4 17.464 1.130 18.376  0.154
H14 16.255 2.403 30.428  0.108
C14 15.110 2.675 27.276  -0.137
H15 18.993 7.362 21.065  0.081
C15 14.720 1.364 27.021  0.009
H16 14.647 7.114 26.246  0.094
C16 13.179 10.116 26.831  -0.063
H17 17.257 0.816 21.435  0.030
H18 15.055 -0.546 23.627  0.076
C17 16.336 6.590 18.387  -0.243
O1 14.460 3.305 25.165  0.072
C18 13.982 -0.490 23.760  -0.091
C19 19.189 5.628 22.225  -0.280
N5 15.693 -1.972 21.871  0.151
H19 18.044 -0.157 22.709  0.082
N6 19.664 4.602 22.432  0.141
C20 17.594 -0.177 21.718  -0.066
N7 16.333 6.306 19.496  0.177
H20 14.126 4.538 17.498  0.063
H21 19.289 3.663 18.847  0.080
C21 13.281 0.675 23.535  -0.032
H22 16.407 5.990 16.386  0.089
C22 15.809 2.098 29.492  -0.062
C23 14.504 8.704 24.866  -0.152
C24 14.061 9.983 24.603  -0.002
C25 15.468 0.783 29.239  -0.066
N8 14.983 1.651 16.390  0.132
N9 11.816 4.735 19.981  0.166
H23 14.595 3.537 18.858  0.042
H24 16.814 4.507 21.855  0.040
C26 13.590 8.798 27.090  -0.046
H25 11.405 0.156 20.740  0.083
H26 14.290 1.072 26.077  0.098
H27 13.460 6.032 22.243  0.072
H28 13.778 -2.579 24.365  0.108
C27 14.574 2.516 17.023  -0.299
H29 17.174 7.573 16.806  0.087
H30 14.058 6.774 20.742  0.049
O2 15.165 4.848 26.472  0.072
H31 18.303 -0.479 20.948  0.079
O3 10.024 2.002 23.636  0.074
H32 15.792 0.008 29.922  0.109
N10 11.239 2.009 23.565  -0.356
O4 15.333 8.447 22.737  0.059
C28 15.589 3.060 28.508  -0.004
H33 13.360 8.358 28.048  0.109
O5 15.753 6.905 24.176  0.068
C29 11.246 -0.373 24.284  -0.002
C30 14.864 0.432 28.030  -0.055
H34 10.605 1.735 20.667  0.078
C31 14.261 8.116 26.096  0.004
H35 13.820 1.536 23.170  0.077
H36 10.194 -0.305 24.527  0.117
C32 13.403 10.698 25.596  -0.065
N11 14.918 3.689 26.224  -0.326
C33 13.166 6.528 21.317  -0.073
O6 11.907 2.990 23.327  0.064
H37 14.524 -0.569 27.798  0.110
C34 15.774 4.257 22.038  -0.044
H38 13.047 11.701 25.407  0.109
H39 13.016 3.369 18.210  0.036

Orbital gap = 8.6 eV
M = 697.8 g/mol
DFT total energy = -2372.3934 Ha
LUMO level = -1.11 eV
Energy relative to the best compared isomer or geometry (same formula, charge and spin) = 0.081 eV
Total charge = 0
Structure (SMILES) = O=[N+]([O-])c1ccccc1.O=[N+]([O-])c1ccccc1.O=[N+]([O-])c1ccccc1.CC#N.CC#N.CC#N.CC#N.CC#N.CC#N.CC#N.CC#N

ORCA calculation (ωB97M-V/def2-TZVPD) on a molecular structure, C34H39N2O4Tl.

Each line ends with the Löwdin charge.
Geometry (Å):
C1 -6.478 -0.885 2.211  -0.076
H1 -0.573 3.066 0.523  0.106
H2 -6.546 -1.685 5.551  0.105
O1 3.538 -2.108 -2.843  -0.248
H3 -4.095 3.571 6.126  0.104
C2 -0.996 -0.411 -2.293  -0.139
O2 2.456 0.317 -5.077  -0.144
C3 -1.951 -0.321 -1.237  -0.080
C4 -6.163 -1.402 4.559  -0.078
C5 -1.212 -0.963 1.917  -0.538
C6 -4.304 -0.489 3.241  -0.129
C7 2.318 1.385 0.602  -0.159
C8 -5.148 -0.432 2.123  -0.010
C9 -0.786 0.929 -2.785  -0.115
H4 -0.056 1.876 2.907  0.109
H5 4.579 -2.671 -1.047  0.104
H6 2.183 2.382 -4.929  0.125
C10 0.296 2.471 0.773  -0.066
H7 -4.818 0.072 1.210  0.112
H8 4.661 -0.829 -5.356  0.076
C11 -1.247 1.666 6.325  -0.083
H9 -7.146 -0.782 1.350  0.103
C12 -2.848 0.030 3.258  -0.291
H10 6.216 -2.961 -2.746  0.120
C13 -4.840 -0.942 4.461  -0.036
H11 3.806 1.732 -5.505  0.120
Tl1 1.700 -1.553 -0.455  1.110
C14 5.254 -3.411 -3.028  -0.077
C15 3.336 1.747 -3.272  -0.137
C16 -3.534 2.003 4.750  -0.021
C17 -3.356 2.795 5.893  -0.072
N1 -1.864 -1.014 3.147  0.147
H12 2.017 -1.202 -3.820  0.104
H13 -0.683 0.158 4.864  0.109
C18 -2.490 0.832 2.010  -0.470
O3 -3.047 1.914 1.755  0.023
C19 -6.966 -1.419 3.408  -0.098
H14 -2.333 -1.178 -0.668  0.110
C20 2.993 1.630 -4.776  -0.173
H15 3.311 1.099 0.232  0.097
C21 -1.572 1.817 -2.024  -0.103
C22 -2.231 2.588 6.711  -0.099
H16 2.839 0.141 -1.885  0.000
C23 2.388 0.744 -2.661  -0.222
H17 -3.068 1.503 -0.444  0.090
C24 -2.341 1.056 -1.113  -0.062
H18 3.400 -2.632 -5.903  0.091
C25 0.539 1.794 2.000  -0.052
H19 1.494 1.260 -2.318  0.056
C26 -2.644 0.947 4.467  -0.166
H20 3.221 2.807 -2.995  0.119
H21 3.457 -3.933 -1.806  0.115
N2 -1.545 0.209 1.299  0.163
H22 2.158 0.385 2.638  0.099
H23 5.675 -0.697 -3.905  0.091
H24 -2.093 3.185 7.617  0.097
H25 -1.585 2.893 -2.161  0.100
C27 -1.454 0.863 5.187  -0.046
H26 -0.566 -1.364 -2.639  0.081
C28 1.897 -0.117 -3.837  -0.221
H27 -1.990 -1.923 3.557  0.151
C29 1.397 2.243 -0.079  -0.110
H28 -0.311 1.550 6.889  0.101
C30 1.753 1.065 1.878  -0.130
H29 6.060 -1.890 -5.199  0.103
H30 -4.243 -0.816 5.377  0.122
H31 -0.195 1.305 -3.617  0.100
O4 -0.438 -1.832 1.489  -0.119
C31 5.250 -1.402 -4.628  -0.022
H32 -7.984 -1.805 3.480  0.098
C32 3.775 -3.301 -5.110  -0.019
H33 5.324 -4.463 -3.317  0.117
H34 0.818 0.010 -3.938  0.064
H35 -4.363 2.191 4.064  0.125
H36 4.567 -3.934 -5.553  0.098
H37 1.510 2.664 -1.077  0.090
C33 4.173 -3.100 -1.985  -0.232
H38 4.351 1.423 -3.070  0.101
H39 2.959 -3.942 -4.758  0.094
C34 4.440 -2.510 -3.989  -0.510

Orbital gap (alpha / beta) = 6.7 / 6.0 eV
M = 744.1 g/mol
DFT total energy = -1901.7223 Ha
LUMO level (alpha / beta) = -0.98 / -1.65 eV
Total charge = 0

ORCA calculation (ωB97M-V/def2-TZVPD) on a molecular structure, C34H39N2SeTc.

Each line ends with the Mulliken spin population.
Geometry (Å):
H1 2.928 -3.226 -0.013  0.002
N1 -1.148 0.579 -0.807  -0.063
H2 2.495 -2.014 1.180  -0.004
C1 3.639 -1.225 -0.504  0.007
H3 3.854 2.501 5.788  0.000
C2 -2.590 -5.139 -0.302  -0.001
C3 -0.558 3.342 -0.593  -0.032
H4 -0.742 4.520 -2.407  0.001
C4 1.365 1.134 3.136  0.020
C5 3.157 2.121 5.053  -0.008
C6 -3.593 0.991 -0.683  -0.004
C7 -3.045 3.737 -0.639  -0.001
H5 0.611 -3.091 -0.889  0.001
H6 2.726 4.051 4.218  0.000
H7 4.788 -0.108 0.961  0.000
H8 -5.103 -0.442 -0.729  -0.001
H9 5.682 -1.906 -0.591  0.000
H10 4.240 0.866 -0.415  -0.001
H11 -3.988 -2.353 -1.625  0.000
H12 0.927 4.208 -1.912  0.000
H13 0.071 2.513 -0.249  0.014
C8 -2.082 -4.342 0.711  0.008
C9 0.450 0.595 2.149  -0.142
C10 0.548 -0.278 -2.201  0.020
H14 3.371 0.073 5.660  0.000
H15 -3.604 -0.980 -2.673  0.000
H16 -1.254 0.712 -2.895  0.000
C11 -0.699 0.358 -2.024  0.034
H17 -2.590 -4.293 1.666  -0.001
H18 -5.170 4.009 -0.688  0.000
H19 -2.684 -1.019 1.042  -0.022
C12 -4.015 -0.465 -0.593  -0.006
C13 4.878 -1.661 -1.288  -0.001
C14 1.635 2.503 3.227  -0.010
C15 -0.925 -3.585 0.522  -0.018
H20 4.167 -2.588 1.078  -0.003
H21 -4.256 -0.422 1.563  -0.002
C16 -2.270 1.464 -0.694  0.027
C17 -3.749 -1.020 0.805  0.019
C18 -1.987 2.836 -0.640  -0.010
C19 2.604 -0.814 -2.859  0.011
H22 4.672 -2.544 -1.894  0.000
N2 1.242 -0.631 -1.060  -0.039
Se1 -0.275 -2.501 1.969  0.044
C20 -0.290 -3.661 -0.719  0.019
H23 -2.838 4.799 -0.613  0.000
H24 1.139 3.181 2.548  0.002
C21 2.004 0.270 4.033  -0.012
H25 -2.361 -5.808 -2.332  0.001
C22 -0.071 3.772 -1.977  0.001
H26 -0.018 2.929 -2.666  -0.001
H27 1.065 -0.204 -4.348  0.000
H28 -0.780 4.207 1.387  0.001
H29 3.090 0.384 0.845  0.006
C23 -4.614 1.938 -0.686  0.001
C24 -3.465 -1.397 -1.673  0.001
C25 -4.354 3.298 -0.676  0.002
C26 1.351 -0.414 -3.331  -0.003
C27 -1.957 -5.196 -1.537  0.006
C28 2.501 -0.931 -1.461  -0.011
H30 -4.105 -2.049 0.877  -0.001
C29 3.960 0.063 0.269  -0.009
H31 -2.411 -1.612 -1.530  0.003
C30 -0.804 -4.451 -1.735  -0.003
H32 -0.294 -4.480 -2.691  0.000
H33 -0.907 5.391 0.083  0.000
H34 3.482 -1.011 -3.450  0.002
C31 2.526 2.987 4.170  0.004
H35 -5.639 1.587 -0.685  0.000
C32 3.281 -2.327 0.494  0.001
H36 0.665 4.731 0.513  -0.001
H37 -3.491 -5.715 -0.127  0.000
C33 -0.392 4.484 0.407  0.002
C34 2.886 0.760 4.979  0.005
Tc1 0.080 -0.332 0.748  1.141
H38 1.796 -0.790 3.968  0.003
H39 5.237 -0.869 -1.947  0.000

Orbital gap (alpha / beta) = 5.9 / 6.0 eV
M = 652.7 g/mol
DFT total energy = -3910.7649 Ha
2S+1 = 2
LUMO level (alpha / beta) = 2.78 / 2.78 eV
Energy relative to the best compared isomer or geometry (same formula, charge and spin) = 0.233 eV
Total charge = -1
⟨S²⟩ = 0.7654

- Which of these has the highest DFT total energy?
  C34H39N2O4Tl